No. 1
A 13-piece molecular cluster, C29H26BrCl48O7P2 overall at a distorted geometry. Source: the OMol25 dataset; level of theory: the ωB97M-V functional and the def2-TZVPD basis.

Values from the calculation:
E_LUMO ... 1.082 eV
HOMO ... -4.3 eV
HOMO-LUMO gap ... 5.390 eV
Net charge ... -1
Electronic energy ... -734509.8099 eV

```
113
Properties=species:S:1:pos:R:3:lowdin_charge:R:1
C 3.64 -2.35 1.65 -0.10
C 3.43 -1.04 2.62 -0.27
O 2.02 -1.03 2.97 -0.22
C 1.38 0.19 2.53 -0.16
C 1.09 0.21 0.91 -0.23
O -0.32 0.28 0.75 -0.39
P -0.88 1.32 -0.52 0.45
C -1.47 2.47 -1.99 -0.28
C -0.23 2.92 -2.93 -0.72
O 0.18 4.11 -2.86 -0.08
Br 0.62 1.63 -4.21 0.62
C -0.35 2.90 0.37 -0.24
C -1.66 3.78 1.07 -0.34
C -1.16 4.88 2.25 -0.09
O -1.92 3.50 2.54 -0.24
O -1.32 -0.01 -1.59 -0.30
C -1.05 -1.28 -1.10 -0.42
O 0.10 -1.81 -1.32 0.01
C -2.08 -2.27 -0.35 -0.06
C -3.43 -2.50 -1.10 -0.03
C -4.54 -3.38 -0.48 -0.06
C -4.21 -4.03 0.92 -0.20
C -2.83 -3.79 1.67 -0.17
C -1.72 -2.89 1.02 0.02
P -2.93 1.30 0.36 0.90
C -4.23 0.81 -0.91 -0.33
O -3.03 0.07 1.60 -0.38
H 2.75 -3.07 1.80 0.06
H 3.60 -1.99 0.57 0.07
H 4.64 -2.86 1.89 0.06
H 4.13 -1.15 3.52 0.03
H 3.75 -0.12 2.02 0.12
H 2.11 1.05 2.77 0.12
H 0.41 0.44 3.08 0.13
H 1.71 1.09 0.52 0.11
H 1.59 -0.75 0.52 0.12
H 0.42 1.32 -1.19 0.04
H -2.14 1.84 -2.69 0.08
H -2.11 3.35 -1.65 0.07
H 0.08 3.74 -0.29 0.08
H 0.30 2.81 1.29 0.08
H -2.56 4.12 0.36 0.10
H -1.98 5.54 2.68 0.06
H -0.09 4.79 2.66 0.10
H -3.61 -1.96 -2.11 0.10
H -5.53 -3.51 -1.02 0.08
H -5.03 -4.66 1.39 0.04
H -2.61 -4.27 2.68 0.05
H -0.73 -2.67 1.56 0.12
H -4.82 1.77 -1.18 0.03
H -3.85 0.39 -1.90 0.02
H -5.04 0.08 -0.51 0.05
H -2.50 0.34 2.37 0.04
C 5.30 -1.38 7.00 -2.02
Cl 4.63 -0.67 8.48 0.51
Cl 6.45 -0.24 6.26 0.51
Cl 6.14 -2.90 7.39 0.51
Cl 3.98 -1.71 5.86 0.58
C -2.27 8.13 -0.17 -1.98
Cl -1.84 8.09 1.55 0.53
Cl -4.04 8.22 -0.34 0.48
Cl -1.54 9.56 -0.93 0.48
Cl -1.67 6.67 -0.97 0.57
C 2.68 1.16 -8.10 -2.00
Cl 2.37 0.31 -6.57 0.47
Cl 4.43 1.31 -8.34 0.46
Cl 1.97 0.24 -9.45 0.52
Cl 1.94 2.78 -8.04 0.53
C 7.16 2.45 -5.09 -1.99
Cl 6.94 4.09 -4.43 0.51
Cl 5.58 1.67 -5.26 0.51
Cl 7.95 2.55 -6.68 0.47
Cl 8.18 1.50 -3.98 0.49
C -2.77 -7.95 1.96 -1.97
Cl -1.31 -7.91 2.97 0.51
Cl -2.38 -8.68 0.39 0.52
Cl -4.03 -8.91 2.77 0.48
Cl -3.36 -6.29 1.71 0.65
C 4.44 -6.34 0.27 -2.03
Cl 2.86 -5.53 0.34 0.54
Cl 5.68 -5.16 -0.19 0.51
Cl 4.83 -7.02 1.86 0.50
Cl 4.38 -7.65 -0.94 0.51
C 8.98 0.72 -10.07 -2.01
Cl 7.47 0.42 -9.18 0.48
Cl 9.84 2.09 -9.33 0.50
Cl 10.00 -0.73 -10.00 0.52
Cl 8.60 1.10 -11.76 0.52
C -7.96 9.95 -1.32 -2.02
Cl -8.59 10.66 0.18 0.51
Cl -6.81 11.08 -2.07 0.51
Cl -7.12 8.42 -0.94 0.49
Cl -9.30 9.62 -2.44 0.51
C 8.90 2.47 0.06 -2.02
Cl 7.96 3.18 -1.26 0.48
Cl 9.88 3.74 0.84 0.51
Cl 7.80 1.76 1.26 0.52
Cl 9.97 1.21 -0.58 0.50
C -8.48 -9.16 2.49 -2.01
Cl -9.53 -9.24 1.07 0.52
Cl -9.42 -8.63 3.90 0.51
Cl -7.80 -10.77 2.81 0.49
Cl -7.16 -8.01 2.20 0.50
C -7.86 -13.07 6.39 -2.02
Cl -6.40 -13.03 7.41 0.52
Cl -7.47 -13.80 4.82 0.50
Cl -9.12 -14.03 7.20 0.51
Cl -8.45 -11.41 6.14 0.49
C 0.69 11.09 1.96 -2.02
Cl 1.31 10.19 0.56 0.50
Cl 1.75 12.48 2.29 0.51
Cl -0.95 11.67 1.62 0.49
Cl 0.66 10.03 3.38 0.51
```

***

No. 2
C29H26BrF5NS2Sb2Ti as an isolated structure. Source: the OMol25 dataset; level of theory: the ωB97M-V functional and the def2-TZVPD basis.

Values from the calculation:
E_LUMO ... 2.303 eV
HOMO ... -5.2 eV
HOMO-LUMO gap ... 7.473 eV
Net charge ... -1
Electronic energy ... -173479.5501 eV

```
67
Properties=species:S:1:pos:R:3:nbo_charge:R:1
Ti 1.07 1.56 0.10 1.15
Br 1.28 0.52 3.61 0.11
C 2.07 -1.07 2.94 -0.06
C 2.29 -2.06 3.84 -0.26
C 2.96 -3.24 3.45 -0.22
C 3.42 -3.35 2.17 -0.18
C 3.21 -2.32 1.23 -0.07
C 3.78 -2.42 -0.07 -0.21
C 3.65 -1.40 -0.96 -0.20
C 2.84 -0.30 -0.63 -0.24
C 2.19 -0.18 0.57 -0.27
C 2.46 -1.16 1.57 -0.03
H 1.97 -1.94 4.87 0.22
H 3.12 -4.03 4.17 0.21
H 3.97 -4.23 1.86 0.21
H 4.36 -3.31 -0.32 0.21
H 4.12 -1.45 -1.94 0.22
H 2.70 0.46 -1.41 0.24
C -1.22 -1.79 2.37 -1.04
Sb -1.17 0.02 1.20 1.30
C -2.41 1.14 2.54 -1.04
C -2.73 -0.38 -0.25 -0.81
C -3.43 -1.68 -0.03 0.06
C -4.47 -1.74 0.90 -0.24
C -5.10 -2.94 1.21 -0.23
C -4.69 -4.11 0.58 -0.23
C -3.68 -4.05 -0.36 -0.21
C -3.04 -2.86 -0.70 -0.06
C -1.96 -2.87 -1.73 -0.77
Sb 0.04 -2.90 -0.87 1.07
C 1.01 -3.17 -2.76 -1.00
C -0.06 -5.01 -0.41 -1.02
H -2.01 -2.44 2.00 0.23
H -1.43 -1.51 3.40 0.23
H -0.26 -2.30 2.31 0.23
H -3.29 0.56 2.79 0.21
H -2.70 2.07 2.07 0.24
H -1.85 1.36 3.45 0.23
H -2.28 -0.29 -1.24 0.25
H -3.41 0.46 -0.13 0.24
H -4.78 -0.83 1.39 0.20
H -5.90 -2.96 1.94 0.21
H -5.17 -5.05 0.82 0.20
H -3.38 -4.96 -0.88 0.20
H -2.00 -2.00 -2.39 0.26
H -2.03 -3.76 -2.35 0.22
H 0.47 -3.90 -3.35 0.22
H 2.03 -3.51 -2.59 0.22
H 1.04 -2.21 -3.29 0.25
H -0.34 -5.57 -1.30 0.21
H -0.80 -5.18 0.37 0.23
H 0.91 -5.35 -0.06 0.22
S -0.86 0.02 -4.13 -0.25
C -0.23 0.34 -2.67 0.20
N 0.21 0.55 -1.60 -0.68
F 2.83 4.93 -4.13 -0.31
C 1.99 4.53 -3.15 0.24
C 2.24 3.40 -2.40 0.37
F 3.36 2.69 -2.69 -0.33
C 1.39 3.00 -1.41 -0.40
F 2.08 2.53 1.22 -0.54
C 0.24 3.75 -1.15 -0.20
S -0.80 3.11 0.13 -0.16
C -0.02 4.89 -1.89 0.30
F -1.12 5.63 -1.68 -0.31
C 0.85 5.28 -2.89 0.27
F 0.60 6.38 -3.62 -0.31
```

***

No. 3
C29H26BrN2O3PdS2 as an isolated structure. Source: the OMol25 dataset; level of theory: the ωB97M-V functional and the def2-TZVPD basis.

Values from the calculation:
E_LUMO ... 2.541 eV
Energy relative to the best compared isomer or geometry (same formula, charge and spin) ... 65.47 kJ/mol
HOMO ... -4.5 eV
HOMO-LUMO gap ... 7.005 eV
Net charge ... -1
Electronic energy ... -134814.6766 eV

```
64
Properties=species:S:1:pos:R:3:nbo_charge:R:1
Pd 0.24 0.09 -0.26 0.61
Br 1.58 -0.21 2.02 0.12
C 1.36 -2.09 1.87 -0.06
C 2.12 -2.89 2.67 -0.27
C 1.88 -4.28 2.66 -0.22
C 0.88 -4.79 1.89 -0.18
C 0.08 -3.96 1.07 -0.08
C -1.00 -4.50 0.33 -0.22
C -1.78 -3.68 -0.42 -0.19
C -1.49 -2.30 -0.52 -0.27
C -0.42 -1.72 0.12 -0.08
C 0.34 -2.56 1.00 -0.07
H 2.87 -2.47 3.31 0.22
H 2.49 -4.93 3.28 0.21
H 0.66 -5.86 1.90 0.20
H -1.18 -5.57 0.38 0.20
H -2.62 -4.07 -0.97 0.21
H -2.13 -1.70 -1.15 0.22
C -1.32 6.49 0.28 -0.62
C -0.51 5.65 1.26 -0.21
N -1.08 4.32 1.45 -0.43
C -1.94 4.15 2.61 -0.21
C -1.16 3.74 3.85 -0.62
C -0.80 3.31 0.59 0.36
S -1.49 1.77 0.84 -0.37
N -0.04 3.69 -0.45 -0.68
C 0.88 2.96 -1.05 0.65
O 1.41 1.89 -0.65 -0.72
C 1.43 3.56 -2.31 -0.04
C 1.25 4.91 -2.61 -0.19
C 1.79 5.45 -3.77 -0.24
C 2.49 4.65 -4.65 -0.22
C 2.66 3.30 -4.36 -0.21
C 2.14 2.76 -3.20 -0.19
H -0.87 7.48 0.17 0.20
H -2.34 6.61 0.63 0.20
H -1.34 5.99 -0.69 0.23
H -0.49 6.13 2.24 0.19
H 0.52 5.55 0.93 0.22
H -2.69 3.39 2.38 0.24
H -2.47 5.09 2.77 0.18
H -0.66 2.79 3.68 0.23
H -1.83 3.63 4.71 0.20
H -0.41 4.49 4.11 0.19
H 0.70 5.53 -1.91 0.22
H 1.65 6.51 -3.98 0.20
H 2.90 5.07 -5.56 0.20
H 3.20 2.66 -5.06 0.20
H 2.26 1.71 -2.96 0.25
O -6.15 0.79 -4.60 -0.68
C -5.32 -0.24 -4.93 0.78
O -5.70 -1.05 -5.73 -0.59
C -3.98 -0.24 -4.29 -0.25
C -2.99 -1.04 -4.85 -0.14
C -1.72 -1.08 -4.30 -0.25
C -1.40 -0.31 -3.17 -0.14
S 0.24 -0.34 -2.57 -0.21
C -2.41 0.47 -2.60 -0.20
C -3.67 0.50 -3.15 -0.20
H -5.67 1.41 -4.03 0.48
H -3.23 -1.63 -5.72 0.23
H -0.96 -1.71 -4.74 0.22
H -2.18 1.05 -1.71 0.24
H -4.42 1.10 -2.64 0.19
```